No. 1
{
  "formula": "C4H15NO2",
  "method": "ωB97M-V/def2-TZVPD",
  "total_energy_ev": -9975.129,
  "smiles": "CNC(C)C.O.O",
  "multiplicity": 1,
  "gap_ev": 8.924,
  "species": ["C", "N", "C", "C", "C", "H", "H", "H", "H", "H", "H", "H", "H", "H", "H", "H", "O", "H", "H", "O", "H", "H"],
  "xyz": [[-1.052, 3.184, 2.800], [-1.154, 1.748, 2.642], [-0.158, 1.010, 1.778], [1.216, 0.876, 2.425], [-0.013, 1.539, 0.361], [-0.950, 3.369, 3.929], [-1.896, 3.727, 2.356], [-0.036, 3.507, 2.350], [-1.347, 1.301, 3.476], [-0.607, -0.045, 1.752], [2.035, 0.744, 1.693], [1.230, -0.014, 3.147], [1.468, 1.821, 2.894], [0.559, 0.832, -0.259], [0.420, 2.496, 0.204], [-0.971, 1.592, -0.288], [-0.422, -4.200, -3.298], [-1.449, -4.271, -3.507], [0.025, -3.977, -4.138], [1.193, -2.991, -5.030], [2.096, -3.358, -4.934], [1.378, -2.088, -4.732]]
}

---

No. 2
{
  "formula": "CH3FINS",
  "method": "ωB97M-V/def2-TZVPD",
  "total_energy_ev": -24224.319,
  "multiplicity": 1,
  "gap_ev": [7.881, 7.651],
  "species": ["C", "N", "F", "S", "I", "H", "H", "H"],
  "xyz": [[-0.015, -0.175, 1.339], [0.419, -0.913, 0.225], [4.717, -0.514, -0.664], [3.102, -0.957, -0.648], [3.060, -3.188, -1.135], [-1.166, -0.124, 1.393], [0.173, 0.827, 1.160], [0.349, -0.556, 2.313]]
}

---

No. 3
{
  "formula": "C47H43N12O2S2SeV",
  "method": "ωB97M-V/def2-TZVPD",
  "charge": -1,
  "total_energy_ev": -184123.136,
  "s2": 3.8046,
  "multiplicity": 4,
  "gap_ev": [6.116, 6.289],
  "species": ["V", "C", "C", "C", "C", "C", "C", "N", "C", "C", "C", "C", "C", "C", "N", "N", "C", "C", "C", "C", "C", "N", "H", "H", "H", "H", "H", "H", "H", "H", "H", "H", "H", "H", "H", "Se", "C", "C", "C", "N", "C", "C", "H", "H", "H", "H", "S", "C", "N", "C", "N", "N", "C", "O", "C", "C", "C", "C", "C", "C", "C", "C", "C", "H", "H", "H", "H", "H", "H", "H", "H", "H", "H", "H", "H", "N", "C", "S", "N", "C", "C", "C", "C", "C", "C", "H", "H", "H", "H", "H", "H", "H", "H", "N", "C", "O", "C", "C", "C", "N", "C", "C", "H", "H", "H", "H", "H", "H"],
  "xyz": [[0.041, -0.869, 1.525], [5.641, -0.056, 1.821], [5.013, 0.287, 3.011], [3.641, 0.469, 3.045], [2.876, 0.311, 1.889], [3.510, -0.032, 0.699], [4.884, -0.213, 0.669], [1.473, 0.452, 1.938], [0.977, 1.692, 2.305], [1.684, 2.900, 2.297], [1.061, 4.076, 2.680], [-0.273, 4.098, 3.087], [-0.997, 2.918, 3.102], [-0.380, 1.739, 2.705], [-0.959, 0.491, 2.648], [-2.110, 0.212, 3.189], [-2.257, -1.151, 3.224], [-3.497, -1.683, 3.620], [-3.641, -3.044, 3.682], [-2.554, -3.869, 3.360], [-1.375, -3.279, 2.975], [-1.206, -1.949, 2.916], [6.713, -0.208, 1.796], [5.588, 0.396, 3.923], [3.139, 0.718, 3.973], [2.912, -0.159, -0.193], [5.364, -0.485, -0.263], [2.718, 2.914, 1.979], [1.629, 4.999, 2.652], [-0.744, 5.028, 3.378], [-2.037, 2.890, 3.403], [-4.300, -0.998, 3.850], [-4.590, -3.478, 3.974], [-2.631, -4.947, 3.388], [-0.504, -3.854, 2.679], [1.652, -2.911, 1.073], [2.550, -3.060, 2.735], [2.113, -2.473, 3.922], [2.853, -2.633, 5.081], [3.989, -3.321, 5.167], [4.409, -3.877, 4.029], [3.746, -3.781, 2.821], [1.207, -1.880, 3.955], [2.504, -2.168, 5.999], [5.340, -4.435, 4.081], [4.161, -4.253, 1.939], [-0.461, -0.540, -3.273], [-0.137, -0.570, -1.659], [0.095, -0.588, -0.518], [-3.175, -3.020, -3.960], [-3.632, -2.604, -2.638], [-2.783, -2.878, -1.567], [-2.827, -1.843, -0.636], [-2.202, -1.868, 0.419], [-3.725, -0.875, -1.211], [-4.115, -1.336, -2.421], [-4.883, -0.634, -3.484], [-2.377, -4.200, -1.292], [-1.147, -4.403, -0.681], [-0.753, -5.692, -0.361], [-1.565, -6.774, -0.675], [-2.784, -6.562, -1.303], [-3.203, -5.275, -1.604], [-2.637, -3.959, -3.858], [-2.504, -2.283, -4.403], [-4.043, -3.184, -4.597], [-3.990, 0.065, -0.769], [-5.253, 0.315, -3.101], [-5.731, -1.230, -3.826], [-4.242, -0.422, -4.342], [-0.513, -3.560, -0.449], [0.201, -5.828, 0.132], [-1.246, -7.779, -0.433], [-3.423, -7.402, -1.546], [-4.166, -5.095, -2.063], [1.177, 2.443, -3.615], [2.191, 2.878, -2.819], [2.137, 2.635, -1.184], [3.182, 3.500, -3.528], [4.349, 4.177, -3.140], [4.769, 4.369, -1.827], [5.948, 5.061, -1.586], [6.720, 5.568, -2.617], [6.298, 5.374, -3.926], [5.129, 4.686, -4.183], [0.553, 1.754, -3.211], [1.326, 2.331, -4.605], [3.028, 3.540, -4.523], [4.184, 3.971, -1.013], [6.263, 5.197, -0.559], [7.637, 6.102, -2.408], [6.883, 5.756, -4.754], [4.811, 4.535, -5.210], [-6.003, 3.993, -2.502], [-4.736, 3.589, -2.824], [-4.316, 3.657, -3.961], [-3.912, 3.022, -1.702], [-4.439, 2.707, -0.450], [-3.594, 2.153, 0.499], [-2.304, 1.925, 0.282], [-1.798, 2.259, -0.898], [-2.564, 2.793, -1.929], [-6.486, 4.506, -3.220], [-6.233, 4.217, -1.550], [-5.486, 2.835, -0.207], [-3.968, 1.858, 1.474], [-0.735, 2.086, -1.030], [-2.122, 3.023, -2.888]]
}